1.
# C6H7N2O3P

A molecular structure, C6H7N2O3P at a distorted geometry (ωB97M-V with the def2-TZVPD basis set, OMol25).

Last column: Mulliken charge in e.
Cartesian coordinates (Å):
P  0.336321  -0.886744  -4.121646  0.745
O  -0.854541  -1.685549  -3.629386  -0.783
O  1.733131  -1.306891  -3.641675  -0.770
O  0.324283  -0.372619  -5.578568  -0.847
N  -0.853821  1.364160  -0.495778  -0.612
N  0.536465  1.893152  -3.496702  -0.746
C  0.000843  0.509790  -1.194447  0.110
C  0.253334  0.716258  -3.172008  0.279
C  -0.699178  1.302384  0.774882  -0.182
C  0.109265  -0.985194  0.690859  -0.575
C  0.038383  0.307023  1.570495  -0.434
C  0.531698  -0.596075  -0.649568  -0.139
H  1.131956  0.708983  1.624690  0.212
H  -0.483472  0.190330  2.586817  0.271
H  -1.240721  2.066733  1.224092  0.501
H  0.494710  2.200532  -4.532804  0.297
H  0.829136  -1.719960  1.103851  0.237
H  1.086325  -1.200097  -1.494169  0.234
H  -0.796693  -1.555883  0.689743  0.202

Forces on the atoms, in the same order (eV/Å):
0.45 0.14 -1.17
0.26 -0.08 -0.20
-0.61 -0.25 0.22
-0.31 -0.46 1.05
0.90 -0.08 0.16
-0.89 1.40 -0.75
0.91 -0.58 -3.52
0.07 1.07 2.43
-1.02 0.23 -1.32
1.52 -0.47 2.08
1.27 -0.69 0.01
0.55 -0.01 -3.79
-1.50 -0.69 0.44
1.09 0.09 -1.31
-1.02 1.28 1.67
0.36 -1.82 1.88
-0.09 0.46 0.17
-0.80 0.52 2.08
-1.15 -0.08 -0.12

Summary:
Net charge: -2
E_HOMO: 0.2 eV
DFT total energy: -24744.9303 eV
Max |F|: 0.0744 Eh/bohr
ΔE to the lowest compared entry with this formula, charge and spin: 57.1 kcal/mol

2.
# C4H8FNO

C4H8FNO in the gas phase at a distorted geometry (ωB97M-V with the def2-TZVPD basis set, OMol25).

Last column: Mulliken charge in e.
Cartesian coordinates (Å):
F  -0.340412  -0.416501  2.062637  -0.302
O  -0.995513  -0.280144  -1.428185  -0.274
N  0.197860  -0.924359  -1.872179  -0.519
C  -1.842357  1.009217  0.358974  -0.819
C  -0.972954  0.140214  -0.140875  0.346
C  1.467189  0.373052  0.849958  -1.040
C  0.263677  -0.510442  0.842449  0.320
H  -1.568189  1.285929  1.349802  0.321
H  1.425035  1.460243  1.281585  0.293
H  2.380082  -0.141026  1.264288  0.298
H  0.399858  -1.554660  0.512002  0.282
H  -2.445759  1.572839  -0.415854  0.282
H  0.027991  -1.924700  -1.615493  0.238
H  1.698274  0.747526  -0.154841  0.327
H  0.305219  -0.837186  -2.894267  0.249

Forces on the atoms, in the same order (eV/Å):
0.09 -0.88 1.25
-0.52 0.16 -1.28
0.37 -1.32 0.98
0.44 0.30 -2.33
2.90 -1.18 1.44
2.13 2.00 -0.26
-3.23 2.17 -2.18
-0.77 0.52 0.61
-0.78 -2.33 0.23
-0.92 0.56 -0.35
0.27 0.48 0.62
0.36 -0.65 1.58
0.33 1.01 -0.86
0.15 -0.98 -0.25
-0.83 0.15 0.79

Summary:
SMILES: C=C(ON)[C@@H](C)F
E_HOMO: -8.7 eV
DFT total energy: -10529.1406 eV
Max |F|: 0.0867 Eh/bohr
ΔE to the lowest compared entry with this formula, charge and spin: 77.6 kcal/mol

3.
# C22H13Cl3N3O3Ti

A molecular structure, C22H13Cl3N3O3Ti at a distorted geometry (ωB97M-V with the def2-TZVPD basis set, OMol25).

Last column: Mulliken spin population.
Cartesian coordinates (Å):
Ti  0.151573  0.992031  0.556372  0.868
Cl  6.259148  -2.251251  -0.191336  0.000
Cl  1.132516  -1.036688  0.831483  -0.001
Cl  4.594291  2.753710  -1.067711  0.000
O  1.876092  1.646239  -0.066331  -0.012
O  -4.574106  -3.218222  -2.259125  0.006
O  -5.292631  -3.240590  -0.109846  0.007
N  0.169989  1.073356  -1.499614  0.011
N  -1.430796  -0.037412  0.018848  -0.035
N  -1.064066  1.030751  2.203096  -0.037
C  -4.520557  -2.855755  -1.042712  0.005
C  1.095821  1.734642  -2.221450  0.008
C  -0.602198  0.162428  -2.145440  -0.004
C  -2.067282  0.117533  2.246092  0.044
C  -0.460256  -0.094258  -3.507594  0.008
C  -3.438114  -1.874395  -0.670381  0.036
C  -1.403095  1.462193  4.549620  -0.003
C  2.855574  0.825253  -0.107320  0.006
C  -2.429395  0.526507  4.583408  0.022
C  1.300386  1.539109  -3.576222  0.006
C  -1.568451  -0.471403  -1.254580  0.048
C  4.172189  1.145131  -0.535637  0.008
C  4.980964  -1.097067  -0.159454  0.001
C  -2.546109  -1.385276  -1.631807  -0.010
C  -2.303612  -0.495115  0.944679  0.050
C  -3.305900  -1.409413  0.642806  -0.013
C  -0.755979  1.676207  3.344966  0.045
C  5.216807  0.207310  -0.563099  -0.001
C  3.720755  -1.473994  0.268991  0.000
C  2.695235  -0.521960  0.287762  -0.012
C  -2.769274  -0.157854  3.417448  -0.005
C  0.505323  0.606082  -4.229322  0.002
H  3.521551  -2.490663  0.587689  0.000
H  -2.650112  -1.723484  -2.657447  0.001
H  1.039360  1.598131  1.950695  -0.061
H  2.059232  2.100698  -4.107182  0.000
H  0.630250  0.421898  -5.291847  0.000
H  -4.002524  -1.765984  1.394013  0.000
H  0.052870  2.394469  3.257386  0.004
H  -1.084766  -0.822859  -4.011969  0.001
H  -1.114386  2.011630  5.437212  0.000
H  -2.965145  0.328366  5.506583  0.001
H  6.202988  0.508223  -0.900004  0.000
H  -3.570386  -0.888208  3.436137  0.002
H  1.686223  2.449955  -1.657857  0.002

Forces on the atoms, in the same order (eV/Å):
1.70 2.73 1.62
0.20 -0.20 0.00
0.29 -1.57 0.25
-0.50 -0.13 0.16
1.86 0.58 1.33
0.79 1.02 1.45
1.50 1.04 -0.67
-0.49 -0.11 -2.95
-2.48 -1.47 -0.63
-1.11 -0.21 1.85
-2.46 -2.24 -0.84
-0.22 0.70 -0.93
0.23 0.33 -0.37
-0.15 0.25 0.34
0.21 0.14 -0.10
0.62 0.55 0.25
-0.17 -0.11 -0.30
0.95 -0.60 0.35
-0.09 -0.23 -0.31
-0.34 -0.22 0.13
-0.56 -0.43 0.03
0.84 -0.55 -0.15
-0.37 0.20 0.04
0.14 0.21 0.29
-0.43 -0.36 -0.30
0.21 0.15 -0.21
-0.12 0.43 0.43
-0.79 0.49 0.06
-0.55 0.33 0.07
2.06 -0.43 -0.31
0.10 0.18 0.27
-0.22 -0.22 0.20
0.05 0.08 -0.03
-0.09 -0.04 0.15
-0.03 -0.03 -0.51
-0.07 0.01 0.14
-0.04 -0.02 0.13
0.01 -0.04 -0.18
-0.25 -0.21 0.13
0.03 0.04 0.20
0.02 -0.01 -0.15
0.06 -0.01 -0.13
-0.17 0.00 0.05
0.14 0.06 -0.14
-0.29 -0.05 -0.71

Summary:
E_HOMO (spin up / spin down): -7.8 / -7.8 eV
⟨S²⟩: 0.766
DFT total energy: -94319.6510 eV
Max |F|: 0.0700 Eh/bohr
Multiplicity: 2

4.
# C3H4N2O

C3H4N2O in the gas phase (ωB97M-V with the def2-TZVPD basis set, OMol25).

Last column: Mulliken charge in e.
Cartesian coordinates (Å):
O  -1.390379  0.673569  -0.217194  -0.587
N  0.913849  1.006436  1.517418  -0.454
N  -0.833674  -1.472059  -0.649980  -0.437
C  -0.559192  -0.220561  -0.176308  0.445
C  0.831012  0.157231  0.251630  -0.136
C  0.870115  1.601805  0.422646  -0.030
H  0.667075  2.580075  0.005194  0.328
H  -0.395136  -2.289030  -0.253663  0.233
H  1.699027  -0.464378  0.020121  0.380
H  -1.802699  -1.573088  -0.919865  0.257

Forces on the atoms, in the same order (eV/Å):
-0.01 -0.35 -0.02
-0.16 0.29 -0.28
-0.11 0.00 0.14
-0.17 0.19 -0.07
-0.06 -0.17 -0.22
0.14 -0.12 0.50
0.41 -0.11 0.03
0.15 0.17 -0.09
-0.29 0.25 -0.07
0.10 -0.15 0.07

Summary:
SMILES: NC(=O)[C@H]1C=N1
E_HOMO: -10.2 eV
DFT total energy: -8201.7494 eV
Max |F|: 0.0103 Eh/bohr
ΔE to the lowest compared entry with this formula, charge and spin: 49.3 kcal/mol

5.
# C4H11N3O

2 unconnected molecules or ions with the total composition C4H11N3O at a distorted geometry (ωB97M-V with the def2-TZVPD basis set, OMol25).

Last column: Mulliken charge in e.
Cartesian coordinates (Å):
O  -0.694391  0.533810  2.686821  -0.837
N  -0.177709  1.859757  0.571245  -0.388
N  1.393776  -0.407105  -1.438594  -0.333
N  -1.811678  -1.256889  0.051835  -0.772
C  0.224198  -1.146879  -1.484562  -0.583
C  -0.416510  -1.608654  -0.102312  -0.225
C  0.833118  1.282217  0.343752  -0.164
C  1.303134  0.924181  -1.154892  -0.410
H  -0.299830  -2.667015  0.103124  0.377
H  -1.845725  -0.910810  1.006877  0.327
H  -2.062956  -0.415119  -0.462713  0.282
H  -0.641716  -0.771649  -1.996094  0.398
H  0.168232  -1.094194  0.673622  0.248
H  1.572868  1.044660  1.109268  0.369
H  0.430293  -2.076743  -2.036472  0.315
H  0.606633  1.369068  -1.871672  0.338
H  -0.586822  1.462377  1.567120  0.515
H  2.222328  1.478735  -1.218662  0.329
H  -1.141680  0.947344  3.436920  0.214

Forces on the atoms, in the same order (eV/Å):
0.11 1.18 -1.66
-1.63 0.17 -1.00
0.86 0.97 2.47
-0.30 0.62 0.09
-1.20 -2.53 -1.17
1.29 1.07 0.85
0.89 0.08 1.66
0.11 -0.81 -3.66
0.27 -0.21 -0.54
-0.44 -0.11 0.35
0.18 -0.22 -0.24
-0.39 1.20 -0.49
0.02 -0.25 0.07
0.31 -0.62 -0.34
0.24 0.16 0.21
-0.62 0.47 0.76
-0.59 -0.98 2.90
0.84 -0.17 -0.02
0.05 -0.02 -0.22

Summary:
E_HOMO: -8.8 eV
DFT total energy: -10837.1832 eV
Max |F|: 0.0730 Eh/bohr
ΔE to the lowest compared entry with this formula, charge and spin: 185.1 kcal/mol